1.
This record from the Open Molecules 2025 dataset describes C10H16N2 in the gas phase at a distorted geometry. The level of theory is ωB97M-V with the def2-TZVPD basis set.

Structure (XYZ):
```
28
Properties=species:S:1:pos:R:3:forces:R:3:lowdin_charge:R:1
C 2.4830 -0.5827 -1.4202 -0.18 -0.14 -0.09 -0.10
C 1.0607 -1.0554 -1.1391 0.17 0.25 0.19 -0.22
C 0.1678 0.0658 -0.6209 -1.97 -1.31 0.69 -0.25
N -1.2368 -0.5740 -0.1434 1.80 1.54 -1.48 0.07
N -1.2578 -0.8494 1.2081 0.07 -0.20 0.27 -0.18
C -1.2151 -2.0711 1.8001 0.07 -0.43 0.01 -0.10
C -1.3260 -1.8929 3.1547 0.02 -0.17 0.04 -0.11
C -1.4220 -0.5093 3.3840 0.03 0.15 0.09 -0.11
C -1.3849 0.1077 2.1614 -0.08 0.31 0.07 -0.10
C -0.1191 1.1438 -1.6217 0.02 -0.07 0.21 -0.28
C -0.6038 2.4820 -1.1471 -0.09 -0.06 -0.06 -0.11
C 0.7885 2.3402 -1.6739 0.12 0.08 -0.13 -0.12
H 2.9243 -0.1577 -0.5217 0.10 0.08 0.07 0.08
H 3.0987 -1.4191 -1.7415 0.12 -0.02 -0.04 0.07
H 2.4874 0.1712 -2.2029 0.10 0.08 -0.05 0.07
H 0.6275 -1.4682 -2.0541 -0.08 -0.06 0.00 0.11
H 1.0957 -1.8513 -0.3889 -0.10 0.00 -0.04 0.11
H 0.5894 0.4993 0.2883 -0.02 0.00 0.02 0.14
H -1.3774 -1.4316 -0.6689 -0.01 0.00 0.28 0.11
H -1.1403 -2.9700 1.2183 0.04 -0.10 -0.14 0.11
H -1.3401 -2.6638 3.8986 0.00 -0.20 0.09 0.09
H -1.5136 -0.0233 4.3354 -0.01 0.13 0.13 0.09
H -1.4348 1.1444 1.8956 -0.07 0.17 -0.11 0.11
H -0.5144 0.7780 -2.5605 -0.03 0.06 -0.11 0.14
H -0.7345 2.6252 -0.0866 0.02 -0.06 0.16 0.09
H -1.3303 3.0064 -1.7466 -0.05 0.01 -0.10 0.10
H 1.0226 2.7665 -2.6370 -0.02 0.02 -0.09 0.10
H 1.6050 2.3893 -0.9695 0.05 -0.05 0.10 0.10
```
Positions in Å, forces in eV/Å.

Calculated values
Orbital gap ... 9.2 eV
2S+1 ... 1
E_LUMO ... 0.03798 Eh
HOMO level ... -8.14 eV
F_max ... 2.79 eV/A
M ... 164.3 g/mol
SMILES string ... CC[C@H](Nn1cccc1)C1CC1

---

2.
This record from the Open Molecules 2025 dataset describes C10H16N2O2S in the gas phase at a distorted geometry. The level of theory is ωB97M-V with the def2-TZVPD basis set.

Structure (XYZ):
```
31
Properties=species:S:1:pos:R:3:forces:R:3:lowdin_charge:R:1
C -1.8606 -1.6776 -0.0536 -0.30 -2.58 -2.13 0.02
C -2.2905 0.3608 -2.0259 -0.92 -1.08 -1.58 0.03
C -0.4893 -0.1034 1.0532 0.75 0.69 -0.18 -0.33
C -1.8001 -0.8815 0.9448 1.46 2.06 1.94 -0.44
C 0.5062 -0.1328 -0.1466 0.39 -1.31 4.16 -0.21
C -1.1668 0.5540 -1.4428 -0.06 0.64 -0.78 -0.21
C 1.8325 -0.5660 0.2442 -0.96 0.03 0.50 -0.48
C -2.8048 -0.5107 1.9736 -0.82 -1.94 2.73 -0.10
C 0.9322 0.9537 -2.3017 3.26 1.30 0.68 0.02
C 4.0000 -0.9826 -0.4142 1.93 -1.01 3.97 -0.10
N 0.3039 2.3511 1.9713 0.61 -0.34 -2.44 -0.32
N 0.0822 0.3156 -1.3155 -0.96 0.81 -1.03 -0.13
O 2.0434 -1.0876 1.3167 0.20 -0.37 0.56 0.08
O 2.8283 -0.3699 -0.6100 -3.00 1.33 -1.95 -0.05
S -1.0250 1.7711 1.1066 -0.11 -1.05 -0.12 0.89
H -2.6909 -2.2819 -0.3405 -0.79 -0.31 0.20 0.08
H -1.0302 -1.7928 -0.7428 0.04 -0.01 0.27 0.08
H -3.0986 1.0105 -1.8249 -0.88 0.67 0.13 0.05
H -2.5333 -0.4983 -2.7245 0.53 0.89 0.89 0.10
H 0.0491 -0.4241 2.0375 -0.79 1.03 -1.82 0.15
H -3.8019 -1.0456 1.8785 1.05 0.94 -0.37 0.09
H -2.4750 -0.9241 3.0581 -0.30 1.06 -2.29 0.13
H -2.8604 0.5865 2.0651 -0.46 -0.72 0.02 0.01
H 1.4689 0.1819 -2.8570 -0.25 0.14 -0.18 0.10
H 0.4570 1.7086 -2.9576 -0.18 -0.85 0.64 0.11
H 1.7562 1.4738 -1.6645 -1.42 -0.63 -1.37 0.14
H 4.0248 -2.0539 -0.5275 -0.38 -0.49 -0.22 0.10
H 4.3861 -0.7594 0.6339 -0.27 -0.35 -1.18 0.13
H 4.5860 -0.5078 -1.0923 2.44 0.89 -1.98 0.06
H 0.2819 2.0024 2.8608 0.04 -0.49 2.89 -0.01
H 0.3889 3.3301 1.8976 0.15 1.05 0.06 0.01
```
Positions in Å, forces in eV/Å.

Calculated values
Orbital gap ... 7.5 eV
2S+1 ... 1
E_LUMO ... 0.01445 Eh
HOMO level ... -7.15 eV
F_max ... 4.52 eV/A
M ... 228.3 g/mol

---

3.
This record from the Open Molecules 2025 dataset describes a molecular structure, C10H16N2O3S at a distorted geometry. The level of theory is ωB97M-V with the def2-TZVPD basis set.

Structure (XYZ):
```
32
Properties=species:S:1:pos:R:3:forces:R:3:lowdin_charge:R:1
C -2.3020 -2.8717 0.3540 2.46 -2.34 -15.05 0.08
H -1.7512 -3.8619 0.1128 -1.34 1.68 0.66 0.13
O -1.3206 -1.8636 -0.3709 -0.69 -5.83 2.25 -0.06
C -1.7520 -0.6628 -0.3573 -0.46 2.37 -1.41 -0.41
C -2.9147 -0.2825 0.1260 -4.61 3.27 4.36 -0.03
C -3.2393 1.1710 0.2863 -2.28 -2.85 1.08 -0.13
C -2.3992 1.9800 -0.2480 5.37 8.45 -6.06 -0.13
C -1.1996 1.6056 -1.1448 -8.14 -6.93 6.48 0.02
C -0.9674 0.2526 -1.0873 2.15 0.30 -1.06 -0.12
C 0.3649 -0.3977 -1.6304 -2.94 7.08 -4.19 -0.24
N 1.1571 -0.6684 -0.5788 0.60 -6.03 2.95 -0.17
S 2.7111 -0.3101 -0.6768 4.81 -9.77 7.56 0.62
O 3.6089 -1.7444 -0.3560 -4.43 6.00 -1.11 -0.43
O 3.1437 0.4221 -1.7207 1.12 3.69 -6.48 -0.23
N 2.8987 0.6269 0.5863 -0.04 1.30 6.34 -0.27
C 2.5256 -0.0264 2.0954 10.88 -2.27 -5.38 0.07
H 2.9916 0.4662 2.8408 1.12 2.47 2.08 0.05
H 3.0768 -1.0032 2.0642 -1.08 0.53 -0.07 0.10
H 1.6222 -0.0522 2.0198 -10.50 -0.56 0.06 -0.04
C 2.1952 1.9397 0.6029 -2.54 -7.08 -6.81 -0.07
H 2.5279 2.6250 1.1177 3.84 6.09 6.27 0.00
H 2.3629 2.3150 -0.3628 0.22 0.73 -1.73 0.07
H 1.1306 1.9005 0.6287 -1.07 -0.55 0.66 0.08
H 1.0292 -1.7911 -0.2079 0.71 4.16 -1.28 0.24
H 0.8801 0.5885 -2.4002 -1.29 -3.09 2.46 0.22
H 0.1322 -1.1206 -2.3359 -0.09 -1.85 -1.09 0.09
H -0.4796 2.0548 -1.5384 5.29 5.19 -3.35 0.01
H -2.4659 3.3300 -0.4807 -0.53 -4.21 1.61 0.18
H -4.1481 1.6149 0.8258 1.38 -1.31 -0.79 0.13
H -3.6060 -0.7853 0.8618 1.10 -0.43 -1.37 0.12
H -3.3344 -2.7429 -0.2424 2.42 -0.67 1.15 0.15
H -2.4787 -2.7081 1.2170 -1.46 2.47 11.27 -0.04
```
Positions in Å, forces in eV/Å.

Calculated values
Orbital gap ... 9.5 eV
2S+1 ... 1
E_LUMO ... 0.01695 Eh
HOMO level ... -9.01 eV
F_max ... 15.43 eV/A
M ... 244.3 g/mol

---

4.
This record from the Open Molecules 2025 dataset describes 2 unconnected molecules or ions with the total composition C10H16N2O7P2 at a distorted geometry. The level of theory is ωB97M-V with the def2-TZVPD basis set.

Structure (XYZ):
```
37
Properties=species:S:1:pos:R:3:forces:R:3:lowdin_charge:R:1
C 2.0121 -2.7043 0.6042 0.44 -0.04 -0.31 -0.07
C 2.9106 -2.0279 -0.4636 -0.30 -0.66 0.79 -0.24
O 2.6240 -2.4875 -1.7778 0.14 0.45 -0.38 -0.13
C 2.0090 -1.5610 -2.6306 -0.41 -0.36 0.11 -0.18
C 0.4518 -1.6430 -2.5489 -0.10 1.23 -0.57 -0.28
C -0.0975 -2.3428 -3.7319 0.33 -0.56 0.71 -0.20
N -0.4575 -3.0328 -4.5766 -0.01 0.31 -0.09 0.18
C -0.1572 -0.1785 -2.4642 -0.65 -1.00 -0.52 -0.47
C -1.5568 -0.2088 -2.9552 0.47 0.94 0.38 -0.28
N -2.6660 -0.0878 -3.2289 0.11 -0.29 -0.08 0.18
P -0.1576 0.3345 -0.6713 0.32 -0.88 1.07 0.92
P 0.8277 2.2752 -0.5164 -0.34 1.80 -0.37 0.28
O 0.7680 3.1035 -1.7324 0.11 -0.46 0.34 -0.31
O 2.3500 2.0546 0.0154 -1.08 -0.36 -0.09 -0.18
O 0.1048 2.9651 0.7707 0.81 -1.15 -0.71 -0.17
H 1.2931 -3.3656 0.1239 -0.12 0.10 -0.03 0.07
H 2.6244 -3.3394 1.2435 -0.06 0.04 0.10 0.07
H 1.4940 -1.9778 1.2234 -0.13 0.01 0.01 0.05
H 2.8233 -0.9435 -0.3691 0.04 0.08 -0.28 0.09
H 3.9390 -2.3208 -0.2570 0.12 0.21 -0.12 0.11
H 2.3315 -0.5338 -2.4270 0.03 0.01 0.23 0.11
H 2.3040 -1.7750 -3.6572 0.12 -0.12 0.03 0.13
H 0.1685 -2.1595 -1.6370 -0.05 -0.32 -0.08 0.12
H 0.4536 0.4714 -3.0885 -0.22 0.28 -0.05 0.11
H -1.4996 0.6986 -0.4247 0.23 0.32 -0.35 -0.04
H 2.8955 1.8451 -0.7516 0.31 0.11 -0.02 0.07
H 0.0844 2.2868 1.4649 -0.24 0.24 0.34 0.04
O -2.5562 -0.8098 2.4467 0.05 -0.02 -0.06 0.17
C -2.6627 0.2823 2.8932 -0.08 -0.16 0.05 -0.57
O -1.9286 1.3525 2.4838 0.09 0.16 0.03 0.01
C -2.4893 2.5332 3.0755 -0.03 0.22 -0.04 -0.12
C -3.1950 1.9742 4.2905 -0.05 0.11 0.17 -0.11
O -3.5213 0.6439 3.8727 0.11 0.10 -0.08 0.07
H -1.7071 3.2468 3.3228 0.10 -0.11 -0.07 0.13
H -3.1771 2.9903 2.3627 0.00 -0.04 0.00 0.14
H -2.5439 1.9183 5.1649 0.02 -0.02 -0.04 0.13
H -4.0959 2.5234 4.5509 -0.08 -0.15 -0.04 0.13
```
Positions in Å, forces in eV/Å.

Calculated values
Orbital gap ... 10.0 eV
2S+1 ... 1
E_LUMO ... 0.00277 Eh
HOMO level ... -9.88 eV
F_max ... 1.87 eV/A
M ... 338.2 g/mol
SMILES string ... CCOC[C@H](C#N)[C@@H](C#N)PP(=O)(O)O.O=C1OCCO1